[1]
Formula: C4H21NO9S
Source: the Open Molecules 2025 dataset
Level of theory: wB97M-V/def2-TZVPD

```
! wB97M-V def2-TZVPD RIJCOSX def2/J DEFGRID3
* xyz -1 2
C -1.11949 -0.12426 -0.49344
N -0.04342 0.72778 -0.86705
C 0.12763 1.47073 -2.06813
O -0.56195 1.24293 -3.08274
O 1.10400 2.25811 -2.00533
C -0.78253 -1.62910 -0.28835
C -1.18859 -2.18681 1.04583
S -0.12597 -3.63620 1.62625
H -1.92154 0.02788 -1.27401
H -1.66577 0.22506 0.40264
H 0.76157 0.65276 -0.26473
H -1.35582 -2.16840 -1.06749
H 0.28258 -1.84488 -0.48987
H -2.23844 -2.49004 0.97655
H -0.94570 -1.53945 1.87169
H 0.68269 3.89473 -0.56982
H 1.47618 2.97850 0.34770
O 0.71935 3.56572 0.32869
H -2.80417 0.00991 2.75193
H -2.55873 1.19434 1.94075
O -3.02763 0.33317 1.86449
H 2.66576 -0.06898 -1.96489
H 2.56972 1.37314 -1.67148
O 3.17140 0.60381 -1.49643
H -0.78045 -0.27640 -3.67478
H -0.77665 -1.57001 -2.78960
O -0.92784 -1.26538 -3.68280
H 2.26891 -1.83756 0.36846
H 1.55512 -2.92570 1.26738
O 2.47135 -2.48455 1.06436
H -1.54087 3.31282 1.38664
H -0.71564 2.02417 1.02730
O -1.40144 2.39192 1.59127
H 1.92417 -0.87479 3.36028
H 2.42491 -1.01303 1.90107
O 2.27730 -0.35195 2.62763
*
```

HOMO-LUMO gap (spin up / spin down) = 8.05 / 5.12 eV
<S²> = 0.753
Energy relative to the best compared isomer or geometry (same formula, charge and spin) = 95.7 kJ/mol

These are the Mulliken partial charges, in e, on atoms 1 to 4: C 0.017; N 0.511; C 0.326; O -0.826

=====

[2]
Formula: C4H22BO19
Source: the Open Molecules 2025 dataset
Level of theory: wB97M-V/def2-TZVPD

```
! wB97M-V def2-TZVPD RIJCOSX def2/J DEFGRID3
* xyz -1 1
O 0.50768 0.34878 3.25882
C 0.52134 -0.06761 2.07163
O -0.18358 0.48047 1.10949
B -0.05799 -0.34824 -0.11782
O 0.99829 -1.32724 0.13012
C 1.28689 -1.32713 1.50226
O 2.07195 -2.07378 2.15386
O 0.25410 0.49371 -1.27551
C -0.62487 0.40877 -2.16622
O -0.70993 1.07294 -3.21132
C -1.67722 -0.65173 -1.78356
O -1.34432 -1.03011 -0.51799
O -2.63958 -1.02668 -2.44457
O -2.20210 1.22109 4.17962
H -2.22369 0.48623 4.79261
H -1.27163 1.35736 4.00102
O 1.45022 3.06184 0.18109
H 1.58409 2.86067 -0.74511
H 1.96088 2.39955 0.64676
O 2.00990 -4.42081 3.97384
H 2.54195 -3.91291 4.58637
H 1.66329 -3.77173 3.36165
O 2.74160 2.87505 3.89719
H 1.86059 2.59074 4.14056
H 2.65729 3.81684 3.74835
O -2.49017 3.45425 -3.77581
H -1.58824 3.14238 -3.84982
H -3.02659 2.68107 -3.95100
O 2.33414 2.46191 -2.63005
H 1.50894 2.40236 -3.11143
H 2.68875 1.57306 -2.65080
O 1.44504 -4.04612 -1.15246
H 0.94472 -4.18999 -0.34920
H 1.02387 -3.29245 -1.56578
O -3.74664 0.85183 -4.54275
H -4.68556 0.66705 -4.56571
H -3.33762 -0.00135 -4.39780
O -2.98277 1.54613 1.48117
H -2.89240 1.38999 2.42122
H -2.12839 1.31552 1.11637
O -0.94585 -3.98776 0.19988
H -1.46373 -3.23998 -0.09821
H -1.04341 -3.98295 1.15208
O 3.05740 -0.82858 -2.11747
H 2.34370 -0.52762 -1.55507
H 3.80966 -0.90481 -1.53049
*
```

HOMO-LUMO gap = 9.74 eV
Energy relative to the best compared isomer or geometry (same formula, charge and spin) = 106.5 kJ/mol

These are the Mulliken partial charges, in e, on atoms 1 to 4: O -0.754; C 0.629; O -0.453; B 1.100

=====

[3]
Formula: C4H22N8O7
Source: the Open Molecules 2025 dataset
Level of theory: wB97M-V/def2-TZVPD

```
! wB97M-V def2-TZVPD RIJCOSX def2/J DEFGRID3
* xyz 0 1
N -18.29874 -6.04703 6.38928
C -17.46399 -6.37433 7.46718
N -17.61300 -7.62126 7.94848
O -16.74571 -5.50421 8.00958
H -18.63078 -6.82145 5.82005
H -18.06547 -5.17962 5.94219
H -16.99214 -7.92755 8.70521
H -17.77512 -8.30740 7.19313
N -13.76177 -6.27555 5.15294
C -13.91325 -7.55035 5.58477
N -15.06711 -8.20441 5.14050
O -13.03618 -8.03797 6.31756
H -14.59411 -5.89897 4.84645
H -13.27570 -5.69267 5.80639
H -14.93990 -9.17088 5.00692
H -15.66806 -7.75383 4.41713
N -15.66727 -3.43470 5.89448
C -15.74385 -3.70844 4.58535
N -15.02339 -2.86138 3.65620
O -16.23803 -4.76198 4.21578
H -15.42061 -2.56470 6.31354
H -15.91440 -4.21354 6.49896
H -14.23692 -2.41311 3.99581
H -15.09097 -3.17076 2.67159
N -10.14178 -6.38130 6.28467
C -9.21673 -5.64110 6.95089
N -8.50434 -6.27907 7.89864
O -9.15292 -4.43978 6.67309
H -10.50896 -5.88470 5.45622
H -10.01944 -7.44569 6.22154
H -8.21690 -7.15071 7.54330
H -7.72204 -5.86492 8.42013
O -14.51013 -8.87902 9.23677
H -13.94709 -8.66439 8.49648
H -14.09812 -8.59582 10.05242
O -12.32386 -3.88562 6.51024
H -12.54757 -4.50224 7.23136
H -11.39287 -3.72012 6.60153
O -13.28465 -5.95701 8.39019
H -14.22772 -6.00865 8.41608
H -13.12172 -6.63886 7.69479
*
```

HOMO-LUMO gap = 10.28 eV
Energy relative to the best compared isomer or geometry (same formula, charge and spin) = 42.5 kJ/mol

These are the Mulliken partial charges, in e, on atoms 1 to 4: N -0.426; C 0.614; N -0.463; O -0.704

=====

[4]
Formula: C4H22NO7
Source: the Open Molecules 2025 dataset
Level of theory: wB97M-V/def2-TZVPD

```
! wB97M-V def2-TZVPD RIJCOSX def2/J DEFGRID3
* xyz 1 1
C -1.99662 -1.91277 1.48759
C -0.61900 -1.85574 1.11461
C 0.37480 -2.16626 1.92357
N 1.71228 -1.68451 1.72055
C 2.68010 -2.44325 1.45974
H -2.66451 -2.56578 0.99231
H -2.21576 -2.34336 2.37201
H -2.57454 -0.90836 1.20751
H -0.44866 -1.24457 0.30507
H 0.36278 -2.53129 2.94220
H 1.78569 -0.61386 1.63782
H 3.72657 -1.92217 1.21930
H 2.68004 -3.58129 1.42618
H 3.23711 1.36718 0.09538
H 2.11558 1.71211 -0.87301
O 2.55812 1.05889 -0.33641
H 0.20574 3.57240 -1.37437
H -0.25801 2.32269 -2.18181
O 0.04660 2.62490 -1.33104
H 0.56545 1.52384 0.74178
H -0.40498 1.18858 1.89915
O 0.49580 1.07504 1.47215
H -2.86761 -0.05273 -2.86544
H -3.38239 0.56324 -1.57581
O -2.59465 0.24776 -2.00680
H -0.37665 1.65651 -4.22211
H -1.77769 1.76014 -4.05647
O -0.96881 1.50305 -3.52015
H -1.57349 2.27716 0.57459
H -1.70543 2.99398 2.01024
O -2.15169 2.58435 1.27175
H 2.60527 -1.56663 -1.78885
H 1.35610 -0.96546 -0.79648
O 2.07244 -1.67376 -0.94471
*
```

HOMO-LUMO gap = 9.71 eV
Energy relative to the best compared isomer or geometry (same formula, charge and spin) = 488.8 kJ/mol

These are the Mulliken partial charges, in e, on atoms 1 to 4: C -1.374; C 0.319; C -0.492; N 0.129

=====

[5]
Formula: C4H22NO9
Source: the Open Molecules 2025 dataset
Level of theory: wB97M-V/def2-TZVPD

```
! wB97M-V def2-TZVPD RIJCOSX def2/J DEFGRID3
* xyz -1 1
C 1.83356 1.10769 0.42016
N 1.57595 2.10638 -0.43441
C 1.15983 0.87319 -2.65348
C 0.71594 1.97849 -1.63999
C -0.76641 1.77141 -1.32350
O -1.18321 0.57763 -0.65056
O 1.14495 0.09998 0.62171
H 2.80396 1.05581 1.01316
H -0.42879 0.11916 -0.23763
H 1.09441 -0.03050 -2.03797
H 2.02127 1.26210 -3.03335
H 0.49601 0.91244 -3.49689
H 0.73065 2.96426 -2.14894
H -1.54443 1.86075 -2.13704
H -1.07083 2.44104 -0.45926
H 1.82507 -1.31861 0.18542
H 2.68456 -1.07268 -0.96725
O 2.11275 -1.78831 -0.67226
H -3.84406 0.66708 -1.11820
H -2.85083 -0.51417 -0.92423
O -3.72413 -0.32184 -1.35760
H -1.93670 -0.86429 0.71559
H -1.52037 -2.34115 1.11808
O -1.95243 -1.47382 1.49424
H -0.01589 -2.33235 2.49035
H 0.99214 -1.74631 1.45848
O 0.61286 -2.67113 1.83673
H -0.00619 -2.97461 -0.56652
H 0.03679 -2.75903 -2.07660
O -0.43777 -3.10903 -1.32092
H 0.75682 3.74310 0.99567
H -0.29088 2.80562 0.86134
O 0.20271 3.32065 1.54560
H 0.02404 -0.03162 2.91732
H -1.00887 -1.10318 2.80311
O -0.23036 -0.86815 3.36143
*
```

HOMO-LUMO gap = 8.38 eV
Energy relative to the best compared isomer or geometry (same formula, charge and spin) = 463.3 kJ/mol

These are the Mulliken partial charges, in e, on atoms 1 to 4: C -0.343; N -0.643; C -1.174; C 0.352

=====

[6]
Formula: C4H22O8S
Source: the Open Molecules 2025 dataset
Level of theory: wB97M-V/def2-TZVPD

```
! wB97M-V def2-TZVPD RIJCOSX def2/J DEFGRID3
* xyz 0 1
O -2.46908 1.16689 -2.28286
C -2.55360 0.40091 -1.33617
C -1.42496 0.25236 -0.36508
C -0.16940 -0.26344 -1.07515
C 1.06792 0.12660 -0.27436
S 2.58512 -0.62642 -0.99751
H -3.42813 -0.19825 -1.27548
H -1.68542 -0.41627 0.46269
H -1.19155 1.24884 0.14351
H -0.22812 -1.34522 -1.23014
H -0.11858 0.17123 -2.09279
H 0.99746 -0.15745 0.80575
H 1.18252 1.27275 -0.23078
H 3.55904 0.08508 -0.33567
O 0.39993 0.30218 3.24024
H -0.05071 -0.41567 2.80139
H -0.31304 0.72777 3.72797
O 0.68142 -3.36782 0.72370
H 1.59147 -3.03225 0.78185
H 0.49447 -3.36799 -0.22883
O -0.92325 -1.76927 2.12943
H -1.17077 -2.39095 2.83234
H -0.35534 -2.29936 1.55495
O -0.17179 3.28044 0.51325
H -0.23940 3.15846 -0.44123
H -0.17752 4.20824 0.69662
O 0.29508 -3.44876 -1.95447
H 1.07759 -3.20876 -2.41424
H 0.00408 -4.26272 -2.40595
O -0.52748 3.00518 -2.10708
H 0.16751 2.66495 -2.68809
H -1.24945 2.39768 -2.26129
O 1.83363 2.07138 1.83393
H 1.38942 1.44649 2.38140
H 1.12093 2.58317 1.36815
*
```

HOMO-LUMO gap = 9.12 eV

These are the Mulliken partial charges, in e, on atoms 1 to 4: O -0.601; C -0.262; C -0.050; C -0.390

=====

[7]
Formula: C4H23N3O7
Source: the Open Molecules 2025 dataset
Level of theory: wB97M-V/def2-TZVPD

```
! wB97M-V def2-TZVPD RIJCOSX def2/J DEFGRID3
* xyz 0 1
N -2.12840 1.91625 0.24965
C -2.35538 0.58042 0.77222
C -1.62688 0.24058 2.14189
N -0.09994 0.36498 1.85081
C 0.48500 -0.41870 0.79010
O 1.38143 0.08942 0.18993
C 0.14564 -1.84973 0.62676
N 0.80572 -2.44805 -0.49262
H -1.61386 1.97469 -0.74903
H -1.84613 2.51433 1.01855
H -3.35181 0.22872 0.85618
H -1.99705 -0.02894 -0.04261
H -1.77224 -0.75856 2.49345
H -2.01870 0.91910 2.93526
H 0.22551 1.36930 1.65350
H 0.39200 -2.35553 1.60154
H -0.91089 -1.82156 0.56365
H 1.82673 -2.61116 -0.30380
H 0.76639 -1.80401 -1.30783
O 0.19559 3.26343 0.09716
H 1.05019 2.85058 0.06025
H 0.56094 4.09902 -0.22547
O -0.94656 -1.70566 -3.52583
H -1.82688 -1.52470 -3.11262
H -0.62375 -2.45762 -3.14253
O -1.20639 -2.79817 3.16842
H -1.95214 -3.41876 3.19226
H -0.99149 -2.65275 4.06893
O 1.33388 -0.41193 -3.59208
H 0.89886 0.14667 -4.19830
H 0.91719 -0.92508 -2.88517
O 2.75946 1.35333 -1.75491
H 2.07258 0.96502 -1.23707
H 2.94437 0.93247 -2.70045
O 2.80244 2.30255 0.56028
H 2.48327 1.45158 0.63720
H 3.22132 2.42847 -0.25769
*
```

HOMO-LUMO gap = 8.77 eV
Energy relative to the best compared isomer or geometry (same formula, charge and spin) = 459.0 kJ/mol

These are the Mulliken partial charges, in e, on atoms 1 to 4: N -0.572; C -0.266; C -0.707; N -0.192

=====

In eV, the E values for the records above are, in order, -35242.945 -44092.813 -30762.719 -20318.059 -24422.151 -31720.653 -23321.946.